# 1
{
  "formula": "C45H41BN6O16S",
  "method": "the ωB97M-V functional and the def2-TZVPD basis",
  "homo_ev": -8.49,
  "orbital_gap_ev": 7.18,
  "mol_weight_g_mol": 964.7,
  "multiplicity": 1,
  "smiles": "CCSCC1=CC(=O)C=C(B(O)O)C1=O.O=[N+]([O-])c1ccccc1.O=[N+]([O-])c1ccccc1.O=[N+]([O-])c1ccccc1.O=[N+]([O-])c1ccccc1.O=[N+]([O-])c1ccccc1.O=[N+]([O-])c1ccccc1",
  "elements": ["C", "C", "S", "C", "C", "C", "C", "O", "C", "C", "B", "O", "O", "C", "O", "H", "H", "H", "H", "H", "H", "H", "H", "H", "H", "H", "C", "C", "C", "C", "C", "C", "N", "O", "O", "H", "H", "H", "H", "H", "C", "C", "C", "C", "C", "C", "N", "O", "O", "H", "H", "H", "H", "H", "C", "C", "C", "C", "C", "C", "N", "O", "O", "H", "H", "H", "H", "H", "C", "C", "C", "C", "C", "C", "N", "O", "O", "H", "H", "H", "H", "H", "C", "C", "C", "C", "C", "C", "N", "O", "O", "H", "H", "H", "H", "H", "C", "C", "C", "C", "C", "C", "N", "O", "O", "H", "H", "H", "H", "H"],
  "positions_angstrom": [[3.61126, -3.51036, -0.44531], [2.62318, -4.67833, -0.58305], [1.14028, -4.42143, -1.60702], [1.67510, -3.18822, -2.80934], [2.90749, -3.58732, -3.57280], [3.11098, -4.78469, -4.12850], [4.35087, -5.06111, -4.89061], [4.41410, -5.86973, -5.78693], [5.54710, -4.25041, -4.51083], [5.39818, -3.04763, -3.94931], [6.62214, -2.15333, -3.47525], [6.39967, -0.97693, -2.83854], [7.92009, -2.55906, -3.71439], [3.99100, -2.57343, -3.75605], [3.72910, -1.38317, -3.77100], [4.55075, -3.71197, -0.97673], [3.86873, -3.35601, 0.60672], [3.21629, -2.56820, -0.83350], [3.13325, -5.58023, -0.93272], [2.19814, -4.90877, 0.39936], [1.82020, -2.20851, -2.34944], [0.80799, -3.08935, -3.48310], [2.37216, -5.58119, -4.06136], [6.52072, -4.68147, -4.73587], [5.51909, -0.61206, -3.01640], [8.23210, -3.36259, -3.29010], [-0.58415, -1.61461, 4.74056], [-1.34736, -2.65227, 4.22520], [-0.73484, -3.77819, 3.69807], [0.64818, -3.81825, 3.69577], [1.43533, -2.79154, 4.18947], [0.80291, -1.67631, 4.71645], [1.31678, -5.00848, 3.13524], [0.61210, -5.89048, 2.68391], [2.53429, -5.03328, 3.14681], [-1.08153, -0.75199, 5.16839], [-2.42379, -2.57873, 4.24871], [-1.29848, -4.60223, 3.28776], [2.51081, -2.87891, 4.15755], [1.38775, -0.85767, 5.11453], [4.47114, 0.32897, -7.49132], [5.37331, -0.14397, -6.54684], [6.73085, -0.15306, -6.82509], [7.15182, 0.32895, -8.05039], [6.27615, 0.80299, -9.00991], [4.92062, 0.79669, -8.71959], [8.60025, 0.34142, -8.35032], [9.35330, -0.09724, -7.50578], [8.94765, 0.79320, -9.42388], [3.41248, 0.33274, -7.26500], [5.01588, -0.50123, -5.58975], [7.45674, -0.50801, -6.10701], [6.65985, 1.16343, -9.95228], [4.21701, 1.16210, -9.45577], [-3.63758, 1.49827, 9.19170], [-3.07915, 0.29392, 8.78139], [-3.25606, -0.14978, 7.48065], [-3.99618, 0.64228, 6.62072], [-4.56189, 1.84458, 7.00208], [-4.37776, 2.27207, 8.30726], [-4.17821, 0.19288, 5.22793], [-3.68824, -0.87598, 4.91114], [-4.78970, 0.91589, 4.46744], [-3.49529, 1.83738, 10.20934], [-2.50223, -0.30448, 9.47348], [-2.83516, -1.08042, 7.13116], [-5.13166, 2.41866, 6.28663], [-4.81479, 3.20682, 8.63063], [-1.80207, 0.38252, -8.59633], [-2.37136, -0.84821, -8.29651], [-2.05284, -1.49386, -7.11183], [-1.16251, -0.87567, -6.25392], [-0.57868, 0.34826, -6.52514], [-0.90840, 0.97794, -7.71515], [-0.81646, -1.55354, -4.98851], [-1.31135, -2.64283, -4.77271], [-0.04620, -0.98990, -4.23816], [-2.05658, 0.88093, -9.52239], [-3.06563, -1.31013, -8.98527], [-2.47448, -2.45209, -6.84843], [0.11176, 0.78114, -5.81686], [-0.46572, 1.93604, -7.95220], [-2.14030, 3.90955, 1.55888], [-2.35866, 2.61309, 2.00643], [-1.69417, 2.14301, 3.12822], [-0.82344, 3.00103, 3.77612], [-0.58613, 4.29594, 3.35410], [-1.25685, 4.74689, 2.22802], [-0.12139, 2.51317, 4.98197], [-0.33483, 1.36309, 5.31668], [0.61347, 3.27889, 5.56794], [-2.66266, 4.27007, 0.68247], [-3.04734, 1.96178, 1.48571], [-1.84163, 1.13885, 3.49683], [0.10566, 4.92008, 3.89952], [-1.08786, 5.75535, 1.87515], [-8.32090, 6.39635, 3.89468], [-8.81701, 5.17974, 4.34464], [-8.35017, 4.63196, 5.52912], [-7.38770, 5.33159, 6.23368], [-6.87317, 6.54324, 5.81008], [-7.35218, 7.07470, 4.62319], [-6.88464, 4.75604, 7.49651], [-7.32963, 3.68072, 7.84685], [-6.04452, 5.38467, 8.11220], [-8.69168, 6.81868, 2.97007], [-9.56967, 4.65281, 3.77411], [-8.71213, 3.68753, 5.90645], [-6.12099, 7.04347, 6.40106], [-6.96664, 8.02113, 4.26900]],
  "mulliken_charge": [-0.85, 0.00, -0.21, -0.56, 0.22, -0.29, -0.20, -0.55, -0.26, 0.05, 1.08, -0.62, -0.61, 0.60, -0.82, 0.09, 0.44, 0.25, 0.38, -0.06, 0.49, -0.20, 0.55, 0.47, 0.33, 0.29, 0.07, -0.44, -0.67, 0.07, -0.31, -0.68, 1.05, -0.61, -0.61, 0.27, 0.47, 0.49, 0.48, 0.47, -0.61, -0.13, -0.59, 0.00, -0.48, -0.47, 1.04, -0.60, -0.62, 0.60, 0.45, 0.59, 0.47, 0.37, -0.70, -0.56, -0.29, 0.15, -0.51, -0.09, 1.06, -0.59, -0.62, 0.40, 0.40, 0.45, 0.55, 0.33, -0.44, -0.42, -0.40, 0.18, -0.38, -0.50, 1.08, -0.62, -0.60, 0.38, 0.37, 0.47, 0.49, 0.39, -0.51, -0.62, 0.01, 0.04, -0.57, -0.39, 1.03, -0.62, -0.62, 0.39, 0.44, 0.50, 0.48, 0.39, -0.43, -0.49, -0.32, 0.19, -0.39, -0.46, 1.01, -0.56, -0.62, 0.39, 0.38, 0.46, 0.46, 0.38]
}

***

# 2
{
  "formula": "C45H42IrN2O2S3",
  "method": "the ωB97M-V functional and the def2-TZVPD basis",
  "homo_ev": [-2.17, -4.59],
  "orbital_gap_ev": [4.55, 6.88],
  "charge": -1,
  "mol_weight_g_mol": 931.3,
  "multiplicity": 5,
  "elements": ["Ir", "C", "C", "C", "C", "C", "C", "C", "S", "O", "C", "C", "C", "C", "C", "C", "C", "C", "C", "C", "C", "C", "C", "C", "C", "C", "C", "C", "C", "C", "S", "O", "C", "C", "C", "C", "C", "C", "C", "H", "H", "H", "H", "H", "H", "H", "H", "H", "H", "H", "H", "H", "H", "H", "H", "H", "H", "H", "H", "H", "H", "H", "H", "H", "H", "C", "N", "C", "S", "N", "C", "H", "H", "H", "H", "H", "H", "H", "H", "C", "H", "H", "H", "C", "C", "C", "C", "C", "C", "C", "H", "H", "H", "H", "H"],
  "positions_angstrom": [[-1.05225, 1.45354, 0.69271], [-4.63690, -1.67440, 6.21943], [-3.48952, -1.26992, 5.33147], [-2.31381, -0.76252, 5.87602], [-1.27268, -0.35125, 5.05703], [-1.39915, -0.45675, 3.68249], [-2.57237, -0.93511, 3.11815], [-3.60262, -1.35039, 3.94634], [-0.05520, 0.15656, 2.65887], [0.70060, 1.07859, 3.52842], [0.98181, -1.28444, 2.48932], [0.89814, -2.31599, 3.44170], [1.83530, -3.30538, 3.53816], [3.02689, -3.20211, 2.77610], [4.11891, -4.07843, 2.97010], [5.29190, -3.90602, 2.28536], [5.42589, -2.83045, 1.39067], [4.36728, -1.98829, 1.16336], [3.12553, -2.17124, 1.81123], [1.99667, -1.29439, 1.50382], [2.05151, -0.73127, 0.14892], [2.30476, -1.76809, -0.86517], [1.86626, -3.09237, -0.65946], [2.08238, -4.08341, -1.59303], [2.74337, -3.78706, -2.79035], [3.13582, -2.49194, -3.04451], [2.89917, -1.45900, -2.11454], [3.16017, -0.09168, -2.42706], [2.66278, 0.88626, -1.60166], [2.04530, 0.61592, -0.36928], [1.34502, 2.01473, 0.50569], [2.35977, 2.61096, 1.39872], [1.09461, 3.23054, -0.79809], [-0.07970, 3.20052, -1.55394], [-0.28085, 4.24961, -2.45143], [0.63599, 5.28575, -2.59916], [0.37170, 6.39179, -3.58789], [1.79016, 5.28192, -1.81921], [2.01519, 4.25676, -0.91328], [-4.28174, -2.00805, 7.19479], [-5.21776, -2.48068, 5.77066], [-5.31374, -0.83252, 6.38401], [-2.21559, -0.68476, 6.95304], [-0.35868, 0.06451, 5.46448], [-2.68241, -0.96211, 2.04352], [-4.51969, -1.72872, 3.50838], [0.04411, -2.34106, 4.10469], [1.71073, -4.11813, 4.24365], [4.01264, -4.88499, 3.68742], [6.12318, -4.58121, 2.44985], [6.36840, -2.66024, 0.88540], [4.47572, -1.15813, 0.47695], [1.32980, -3.32838, 0.25141], [1.73519, -5.09115, -1.39807], [2.93411, -4.56819, -3.51721], [3.62513, -2.23890, -3.97970], [3.64205, 0.16746, -3.36223], [2.74381, 1.91832, -1.91464], [-0.65109, 1.20920, -1.96662], [-1.18810, 4.25639, -3.04680], [0.38251, 6.01275, -4.61210], [1.12510, 7.17597, -3.51117], [-0.60835, 6.84192, -3.41855], [2.50382, 6.09328, -1.90742], [2.88080, 4.25111, -0.26187], [0.09052, -0.54366, -3.77593], [-0.08081, -0.83156, -2.36398], [-1.08545, -1.48950, -1.79907], [-1.50599, -1.27679, -0.17889], [-1.80852, -2.34545, -2.58089], [-1.17903, -3.31395, -3.47155], [0.29146, 0.52175, -3.89157], [-0.81959, -0.78563, -4.32284], [0.93192, -1.09909, -4.19409], [0.45797, -0.26707, -1.71626], [-2.61641, -2.68601, -2.08593], [-0.12440, -3.08383, -3.59350], [-1.65707, -3.31746, -4.45233], [-1.24141, -4.31671, -3.04373], [-1.98672, 2.50248, 2.30538], [-1.56760, 2.38194, 3.30488], [-3.06430, 2.30881, 2.33935], [-1.85195, 3.55640, 2.02153], [-1.03401, 2.05355, -1.39440], [-2.44546, 2.29592, -1.79277], [-3.13174, 1.38487, -2.60260], [-4.46864, 1.56622, -2.92678], [-5.16098, 2.67589, -2.46163], [-4.49304, 3.59594, -1.66061], [-3.16203, 3.40805, -1.32930], [-2.60878, 0.50784, -2.97058], [-4.97178, 0.83631, -3.55092], [-6.20391, 2.82090, -2.71387], [-5.02026, 4.46319, -1.27993], [-2.65973, 4.12138, -0.68507]],
  "lowdin_spin": [1.97, 0.00, 0.00, 0.00, 0.00, 0.00, 0.00, 0.00, 0.10, 0.02, 0.11, 0.01, 0.07, 0.01, 0.02, 0.00, 0.02, 0.01, 0.02, 0.05, 0.19, 0.02, 0.03, 0.03, 0.03, 0.03, 0.02, 0.13, 0.02, 0.15, 0.13, 0.07, 0.02, 0.02, 0.01, 0.01, 0.00, 0.01, 0.01, 0.00, 0.00, 0.00, 0.00, 0.00, 0.00, 0.00, 0.00, 0.01, 0.00, 0.00, 0.00, 0.00, 0.00, 0.00, 0.00, 0.00, 0.01, 0.00, 0.02, 0.00, 0.00, 0.00, 0.00, 0.00, 0.00, 0.00, 0.00, 0.02, 0.11, 0.01, 0.00, 0.00, 0.00, 0.00, 0.00, 0.00, 0.00, 0.00, 0.00, 0.18, 0.02, 0.03, 0.03, 0.11, 0.03, 0.02, 0.00, 0.02, 0.00, 0.03, 0.00, 0.00, 0.00, 0.00, 0.00]
}

***

# 3
{
  "formula": "C45H43AsBaN7OPS4",
  "method": "the ωB97M-V functional and the def2-TZVPD basis",
  "homo_ev": -6.05,
  "orbital_gap_ev": 6.27,
  "mol_weight_g_mol": 1069.4,
  "multiplicity": 1,
  "elements": ["Ba", "C", "N", "C", "C", "N", "C", "P", "C", "N", "C", "C", "N", "C", "C", "N", "C", "C", "N", "C", "H", "H", "H", "H", "H", "H", "H", "H", "H", "H", "H", "H", "H", "H", "H", "S", "C", "N", "C", "C", "C", "C", "C", "C", "S", "H", "H", "H", "H", "S", "C", "C", "C", "C", "C", "C", "As", "C", "C", "C", "C", "C", "C", "C", "C", "C", "C", "C", "C", "H", "H", "H", "H", "H", "H", "H", "H", "H", "H", "H", "H", "H", "H", "C", "C", "C", "C", "C", "C", "C", "S", "C", "O", "H", "H", "H", "H", "H", "H", "H", "H", "H", "H"],
  "positions_angstrom": [[0.16042, -0.71782, 0.58889], [-1.64824, 2.18021, 6.14626], [-1.76432, 1.91358, 4.71443], [-2.35506, 2.75216, 3.80917], [-2.19624, 2.15647, 2.58847], [-1.52493, 0.97223, 2.72276], [-1.26363, 0.84426, 4.00917], [-0.30291, -0.45838, 4.83268], [-1.04461, -1.94344, 4.07230], [-2.01066, -1.96875, 3.17335], [-2.38663, -3.28475, 3.06535], [-1.61478, -4.06226, 3.87471], [-0.76895, -3.20399, 4.52712], [0.32929, -3.60863, 5.38894], [1.31269, -0.14593, 4.01191], [1.49464, 0.41059, 2.82846], [2.84487, 0.60129, 2.69134], [3.49192, 0.15095, 3.80331], [2.51586, -0.31214, 4.64572], [2.77709, -0.95661, 5.92796], [-2.39163, 2.92456, 6.41920], [-1.83261, 1.27526, 6.71440], [-0.65909, 2.56006, 6.39961], [-2.81990, 3.67953, 4.10637], [-2.52881, 2.51853, 1.62408], [-3.15902, -3.60208, 2.37916], [-1.56128, -5.13104, 4.01457], [0.03585, -4.48541, 5.95845], [1.21082, -3.83377, 4.78789], [0.55994, -2.80840, 6.08803], [3.26944, 1.02746, 1.79526], [4.53706, 0.11077, 4.06342], [3.56275, -0.41589, 6.44971], [1.87784, -0.93334, 6.53603], [3.08727, -1.99049, 5.78424], [1.56960, -2.92564, 2.14948], [0.39825, -3.72281, 1.20595], [-0.55635, -3.14285, 0.49844], [-1.29938, -4.07037, -0.23422], [-2.33078, -3.77006, -1.12320], [-2.99446, -4.79568, -1.77852], [-2.64422, -6.12826, -1.55914], [-1.61314, -6.44439, -0.68642], [-0.94887, -5.41197, -0.03650], [0.39295, -5.48047, 1.06007], [-2.58796, -2.73641, -1.31757], [-3.78460, -4.55952, -2.48267], [-3.17134, -6.91808, -2.08000], [-1.32802, -7.47723, -0.52016], [1.50944, -2.15217, -1.67582], [3.18471, -1.62867, -1.72930], [4.23624, -2.55962, -1.76639], [5.55703, -2.15266, -1.87458], [5.88306, -0.80055, -1.94899], [4.86624, 0.13912, -1.89784], [3.53610, -0.26291, -1.77628], [2.02619, 0.94700, -1.63663], [1.19215, 0.74852, -3.39718], [1.80315, 0.09194, -4.45923], [1.17096, 0.02508, -5.69517], [-0.07455, 0.61742, -5.88548], [-0.68399, 1.28187, -4.83129], [-0.04674, 1.34327, -3.59543], [2.90904, 2.66588, -2.00271], [2.74392, 3.38792, -3.18018], [3.37267, 4.61875, -3.34868], [4.17482, 5.14378, -2.34465], [4.34063, 4.43607, -1.16005], [3.70396, 3.21320, -0.99239], [3.98673, -3.61205, -1.71016], [6.34497, -2.89810, -1.90733], [6.91483, -0.48414, -2.04803], [5.11272, 1.19148, -1.95868], [2.76434, -0.38672, -4.31646], [1.65043, -0.50146, -6.51187], [-0.56326, 0.56406, -6.85028], [-1.65007, 1.75699, -4.96882], [-0.51118, 1.88016, -2.77973], [2.13299, 2.99068, -3.97819], [3.23724, 5.16680, -4.27381], [4.66961, 6.09827, -2.48300], [4.96211, 4.83812, -0.36744], [3.83286, 2.67243, -0.06209], [-4.78044, 4.96828, -4.03206], [-4.25909, 3.75064, -3.31408], [-3.34743, 3.88482, -2.26506], [-2.83138, 2.77433, -1.61622], [-3.24123, 1.51433, -2.02319], [-4.13168, 1.34697, -3.06981], [-4.64549, 2.47064, -3.70157], [-2.54952, 0.08476, -1.22251], [-3.80130, -0.13622, 0.03264], [-1.33032, 0.57292, -0.46013], [-5.03091, 5.76187, -3.32790], [-5.66867, 4.73404, -4.61665], [-4.02526, 5.36371, -4.71586], [-3.02551, 4.87532, -1.96151], [-2.09758, 2.87398, -0.82355], [-4.41821, 0.35193, -3.39946], [-5.34419, 2.34848, -4.52276], [-3.95068, 0.81426, 0.54472], [-3.43312, -0.89417, 0.73325], [-4.71344, -0.47178, -0.46240]],
  "mulliken_charge": [1.07, -0.87, 0.17, -0.79, -0.27, 0.84, -0.31, -0.60, 0.31, -0.03, -0.87, -0.48, 0.36, -0.83, 0.16, 0.08, -0.30, -0.54, 0.28, -0.98, 0.32, 0.34, 0.29, 0.40, 0.18, 0.52, 0.45, 0.40, 0.28, 0.28, 0.07, 0.48, 0.39, 0.36, 0.29, -0.44, 0.61, 0.44, -1.13, -0.29, -0.74, -0.47, -0.54, 0.83, -0.42, 0.33, 0.40, 0.38, 0.40, -0.07, 0.54, -0.74, -0.56, -0.76, -0.50, -0.04, 0.09, 0.02, 0.00, -0.78, -0.60, -0.52, -0.27, 0.05, -0.35, -0.70, -0.49, -0.73, 0.00, 0.44, 0.35, 0.39, 0.39, 0.45, 0.40, 0.39, 0.40, 0.60, 0.31, 0.40, 0.36, 0.40, 0.19, -1.50, 0.97, -0.96, -0.52, 0.35, -0.79, -0.82, 0.68, -0.86, -0.29, 0.38, 0.37, 0.30, 0.42, 0.53, 0.49, 0.34, 0.37, 0.18, 0.48]
}